1.
ORCA calculation (ωB97M-V with the def2-TZVPD basis set) on a 2-piece molecular cluster, C6H13NO4S2 overall.

Output
* charge: -2
* multiplicity: 1
* gap between HOMO and LUMO: 6.51 eV

Last column: natural (NBO) charge in e.
Atoms and positions in Å:
1 C -2.102 -1.305 1.152  -0.154
2 C -2.466 -0.001 1.814  -0.637
3 C -2.677 -1.412 -0.269  -0.638
4 C 2.180 0.521 0.690  -0.637
5 C 1.790 2.771 -0.590  -0.647
6 C 1.918 1.218 -0.664  -0.416
7 N -0.665 -1.790 1.389  -0.928
8 O -1.979 -4.075 1.795  -1.014
9 O -1.929 -2.463 3.663  -1.018
10 O -0.686 1.739 -1.504  -1.078
11 O 0.718 0.165 -2.750  -1.082
12 S -1.720 -2.647 2.212  2.134
13 S 0.193 0.485 -1.397  1.476
14 H -1.840 0.766 1.479  0.219
15 H -3.430 0.329 1.575  0.177
16 H -2.457 -0.089 2.935  0.215
17 H -3.071 -0.432 -0.474  0.203
18 H -3.512 -2.104 -0.348  0.192
19 H -1.884 -1.712 -0.956  0.236
20 H 3.164 0.229 0.905  0.171
21 H 1.810 1.155 1.467  0.186
22 H 1.702 -0.444 0.694  0.242
23 H 0.975 3.028 -1.253  0.255
24 H 2.715 3.279 -0.864  0.167
25 H 1.504 3.166 0.367  0.182
26 H 2.683 0.823 -1.342  0.192

---

2.
ORCA calculation (ωB97M-V with the def2-TZVPD basis set) on a 2-piece molecular cluster, C2H2F2IN overall.

Output
* multiplicity: 1
* gap between HOMO and LUMO: 8.97 eV

Last column: natural (NBO) charge in e.
Atoms and positions in Å:
1 C -0.841 0.320 0.399  0.160
2 C 0.995 -0.635 -0.126  0.567
3 N -1.503 0.666 -0.571  -0.634
4 F 1.064 -1.226 -1.303  -0.335
5 F 1.146 -1.565 0.766  -0.335
6 I 2.515 0.974 -0.126  -0.001
7 H -0.963 0.390 1.569  0.193
8 H -2.413 1.075 -0.609  0.386

---

3.
ORCA calculation (ωB97M-V with the def2-TZVPD basis set) on one molecule with the formula C7H14O.

Output
* structure (SMILES): C/C=C/CCCCO
* multiplicity: 1
* gap between HOMO and LUMO: 10.02 eV

Last column: natural (NBO) charge in e.
Atoms and positions in Å:
1 C -2.804 -1.405 -1.511  -0.645
2 C -1.826 -0.308 -1.655  -0.183
3 C -0.599 -0.402 -1.115  -0.197
4 C 0.346 0.772 -1.201  -0.447
5 C 1.686 0.541 -0.499  -0.398
6 C 1.658 -0.142 0.819  -0.445
7 C 1.238 0.779 1.968  -0.065
8 O 0.313 0.200 2.830  -0.724
9 H -3.625 -1.245 -0.705  0.215
10 H -2.258 -2.367 -1.425  0.214
11 H -3.368 -1.574 -2.388  0.210
12 H -2.149 0.495 -2.317  0.198
13 H -0.181 -1.302 -0.624  0.201
14 H 0.432 1.139 -2.239  0.220
15 H -0.031 1.650 -0.715  0.199
16 H 2.297 -0.105 -1.158  0.200
17 H 2.249 1.523 -0.554  0.208
18 H 2.669 -0.624 1.054  0.208
19 H 1.082 -1.054 0.821  0.218
20 H 2.077 0.882 2.667  0.185
21 H 0.714 1.623 1.619  0.163
22 H -0.606 0.353 2.494  0.462

---

4.
ORCA calculation (ωB97M-V with the def2-TZVPD basis set) on C29H30N3O3P2PdS2 as an isolated structure.

Output
* charge: +1
* multiplicity: 1
* gap between HOMO and LUMO (spin up / spin down): 6.31 / 6.31 eV

Last column: natural (NBO) charge in e.
Atoms and positions in Å:
1 Pd -1.667 -0.659 -0.755  0.960
2 S -1.681 -1.625 1.398  -0.305
3 P -0.257 -0.232 1.672  1.357
4 C -0.273 0.340 -0.017  -0.679
5 P 0.088 1.890 -0.875  1.288
6 S -1.644 2.438 -1.622  -0.484
7 C 0.812 3.101 0.240  -0.369
8 C -0.031 3.975 0.926  -0.184
9 C 0.507 4.902 1.801  -0.203
10 C 1.881 4.965 1.994  -0.174
11 C 2.725 4.108 1.303  -0.200
12 C 2.194 3.179 0.420  -0.225
13 C 1.391 1.425 -2.025  -0.459
14 C 1.879 2.433 -2.859  -0.116
15 C 2.861 2.147 -3.790  -0.215
16 C 3.362 0.855 -3.893  -0.174
17 C 2.882 -0.150 -3.066  -0.195
18 C 1.892 0.129 -2.133  -0.203
19 C 1.338 -0.860 2.148  -0.454
20 C 2.506 -0.202 1.765  -0.200
21 C 3.733 -0.691 2.184  -0.148
22 C 3.786 -1.824 2.987  -0.179
23 C 2.621 -2.479 3.363  -0.195
24 C 1.391 -2.006 2.936  -0.151
25 C -0.742 1.109 2.746  -0.375
26 C -2.051 1.592 2.664  -0.194
27 C -2.432 2.654 3.464  -0.193
28 C -1.519 3.223 4.345  -0.168
29 C -0.221 2.741 4.428  -0.205
30 C 0.176 1.683 3.624  -0.188
31 H -1.100 3.932 0.758  0.245
32 H -0.147 5.584 2.329  0.230
33 H 2.297 5.698 2.672  0.229
34 H 3.796 4.175 1.435  0.228
35 H 2.857 2.542 -0.152  0.226
36 H 1.486 3.441 -2.778  0.226
37 H 3.236 2.928 -4.437  0.233
38 H 4.129 0.632 -4.623  0.231
39 H 3.275 -1.155 -3.148  0.229
40 H 1.519 -0.668 -1.500  0.231
41 H 2.458 0.688 1.151  0.224
42 H 4.644 -0.191 1.886  0.222
43 H 4.743 -2.204 3.317  0.232
44 H 2.672 -3.365 3.980  0.235
45 H 0.481 -2.530 3.203  0.237
46 H -2.766 1.129 1.994  0.245
47 H -3.444 3.031 3.410  0.234
48 H -1.827 4.044 4.979  0.230
49 H 0.481 3.184 5.121  0.231
50 H 1.186 1.302 3.689  0.230
51 N -1.671 -0.578 -2.903  -0.634
52 N -3.004 -0.847 -3.274  -0.520
53 C -4.011 -0.928 -2.298  0.861
54 O -5.160 -1.038 -2.638  -0.608
55 O -3.580 -1.006 -1.050  -0.735
56 H -1.375 0.346 -3.212  0.408
57 H -1.061 -1.318 -3.242  0.409
58 H -3.299 -0.553 -4.191  0.402
59 C -3.982 -5.926 -2.164  -0.411
60 N -2.697 -5.230 -2.138  -0.409
61 C -1.442 -5.935 -2.355  -0.412
62 C -2.656 -3.923 -1.882  0.537
63 O -1.615 -3.267 -1.818  -0.707
64 H -3.816 -6.953 -2.475  0.217
65 H -4.663 -5.460 -2.875  0.217
66 H -4.447 -5.937 -1.179  0.209
67 H -1.656 -6.974 -2.586  0.210
68 H -0.813 -5.884 -1.467  0.212
69 H -0.894 -5.487 -3.184  0.213
70 H -3.641 -3.462 -1.725  0.145

---

5.
ORCA calculation (ωB97M-V with the def2-TZVPD basis set) on a 2-piece molecular cluster, C6H15NO overall.

Output
* structure (SMILES): CCC/C=C/NC.O
* multiplicity: 1
* gap between HOMO and LUMO: 8.80 eV

Last column: natural (NBO) charge in e.
Atoms and positions in Å:
1 C -1.824 -1.543 -0.999  -0.620
2 C -1.098 -2.193 0.162  -0.395
3 C -0.493 -1.153 1.127  -0.415
4 C 0.613 -0.322 0.520  -0.342
5 C 0.759 0.956 0.921  0.007
6 N 1.781 1.825 0.560  -0.605
7 C 2.794 1.432 -0.372  -0.412
8 H -2.802 -1.134 -0.722  0.202
9 H -1.319 -0.653 -1.352  0.199
10 H -1.805 -2.181 -1.840  0.217
11 H -0.410 -2.987 -0.136  0.199
12 H -1.762 -2.785 0.808  0.200
13 H -0.063 -1.676 1.973  0.207
14 H -1.340 -0.514 1.379  0.198
15 H 1.364 -0.761 -0.124  0.200
16 H 0.036 1.403 1.589  0.199
17 H 1.545 2.793 0.502  0.383
18 H 2.498 1.627 -1.413  0.177
19 H 3.080 0.396 -0.248  0.203
20 H 3.640 2.060 -0.246  0.201
21 O -1.663 2.198 -0.746  -0.945
22 H -1.022 1.474 -0.700  0.477
23 H -2.506 1.739 -0.643  0.465

---

We obtain energy values of -1388.41156; -629.47764; -350.28011; -3119.83243; -367.56615 a.u. for the records listed above, in that order.
We obtain largest force on an atom values of 2.5; 3.8; 3.2; 0.9; 1.6 eV Å⁻¹ for the records listed above, in that order.